One molecule with the formula C5H5ClO3 at a distorted geometry. Source: the Open Molecules 2025 dataset; level of theory: ωB97M-V/def2-TZVPD.

```
14
Properties=species:S:1:pos:R:3:forces:R:3
C -0.6261 0.1111 0.9886 0.1331 0.3361 -0.4573
C 1.0334 -1.3421 0.0223 1.0151 2.1519 -2.1804
C -0.4088 -1.2382 1.7551 -1.8903 1.5371 -2.2304
C 0.6580 0.1710 0.0386 -1.5603 1.1625 2.2819
C 0.7470 1.1774 -1.1435 -0.2714 -0.5028 1.7405
O -1.5249 0.9099 1.1396 1.4673 -1.2758 -0.3768
O 1.7829 -1.8265 -0.7609 0.3226 -0.4511 -0.5117
O 0.5117 -1.9757 1.0243 -0.1876 -1.6617 0.4955
Cl 1.8770 0.7630 1.3020 -0.0256 -0.0831 -0.1283
H 0.0427 -0.9501 2.6264 0.6204 0.3071 2.7815
H -1.3445 -1.7687 1.7989 -0.2320 -0.2182 0.5274
H -0.2126 1.2551 -1.6757 0.5664 -0.3162 -0.0990
H 1.5606 0.6744 -1.6251 0.4169 0.4585 -1.4797
H 1.0457 2.2067 -0.7745 -0.3747 -1.4441 -0.3633
```
Positions in Å, forces in eV/Å.

The energy is -879.4115 Ha. The value obtained for the strongest force on any atom is 3.3 eV/Å. As for the structure (SMILES): C[C@@]1(Cl)C(=O)COC1=O. Its molecular weight is 148.55 g/mol. The value obtained for the HOMO energy is -10.06 eV.

One molecule with the formula C5H5ClS at a distorted geometry. Source: the Open Molecules 2025 dataset; level of theory: ωB97M-V/def2-TZVPD.

```
12
Properties=species:S:1:pos:R:3:forces:R:3
C 0.5630 1.6232 0.5046 -0.5189 -2.7614 -0.7240
C 0.3957 0.0795 0.1436 -0.2968 0.4267 0.6272
C -0.9951 -0.3567 -0.2638 0.1577 -0.9263 -0.3454
C 0.6416 -0.7805 1.3085 1.4946 -0.6531 1.9668
C 0.9335 -1.3870 2.3274 -0.2601 0.6275 -1.5314
H -0.1273 1.7642 1.3247 0.0739 0.4615 0.2358
H 0.2435 2.1502 -0.3786 0.0870 0.5255 -0.1052
H 1.6007 1.7509 0.7629 0.1955 0.3823 0.1331
H -1.0954 -1.4605 -0.3870 0.2506 0.7974 0.0304
H 1.2694 -1.9734 3.1736 -0.3936 0.3987 -0.4925
S -2.2470 0.5875 -0.4587 -0.7619 0.5837 -0.1191
Cl 1.4606 -0.3943 -1.2517 -0.0280 0.1375 0.3244
```
Positions in Å, forces in eV/Å.

The energy is -1051.7987 Ha. The value obtained for the strongest force on any atom is 2.9 eV/Å. As for the structure (SMILES): C#C[C@@](C)(Cl)C=S. Its molecular weight is 132.61 g/mol. The value obtained for the HOMO energy is -9.10 eV.

What is the formula in the second record? C5H5ClS

Which value of molecular weight does entry 1 give? 148.55 g/mol